ORCA calculation (ωB97M-V/def2-TZVPD) on an isolated molecule of C16H25ClNO3PS.

Output
- E_HOMO (hartree) = -0.3288
- total charge = 0
- E (eV) = -57273.008
- strongest force on any atom (eV Å⁻¹) = 1.98
- SMILES string = C#CCCC[C@@]1(CCCCl)CC(=O)N[C@]1(CCOC(C)=O)[PH2]=S
- orbital gap (eV) = 9.14
- LUMO (hartree) = 0.00721

Last column: Mulliken charge in e.
Element x y z (Å)
C -1.37651 -3.96593 0.40884  -0.065
C -1.74196 -3.61962 -0.69872  -0.383
C -1.90186 -2.86872 -2.06606  -0.652
C -2.04887 -1.29940 -1.81548  -0.706
C -0.86270 -0.71493 -0.95374  -0.689
C -0.79614 0.87565 -0.89396  0.361
C 0.15526 1.46054 -2.04375  -1.113
C 1.69947 1.24381 -1.75020  -0.202
C 2.62130 1.26027 -3.02734  -0.725
Cl 2.53180 2.82283 -3.95602  -0.210
C -2.28611 1.47748 -0.92811  -0.806
C -2.78451 0.94993 0.47424  0.287
O -3.83269 0.45804 0.82039  -0.613
N -1.64058 1.11992 1.35024  -0.181
C -0.38739 1.33944 0.60100  0.748
C 0.79725 0.54477 1.32711  -0.740
C 0.46438 0.04463 2.79079  -0.488
O 1.75074 -0.09622 3.48703  -0.368
C 2.00462 -1.44117 3.80105  0.628
C 2.48727 -2.52900 2.77856  -0.693
O 1.87954 -1.77252 4.96383  -0.533
P 0.09925 3.19763 0.73805  0.180
S -1.40893 4.37452 1.10772  -0.363
H -0.95344 -4.41743 1.34007  0.370
H -2.80911 -3.29952 -2.59220  0.368
H -0.95783 -3.00827 -2.66587  0.314
H -2.07443 -0.77087 -2.81903  0.356
H -3.04394 -1.10999 -1.31914  0.336
H 0.12888 -1.09175 -1.36878  0.410
H -0.92955 -1.15185 0.09352  0.091
H -0.00479 2.57959 -2.13596  0.488
H -0.08340 0.93464 -3.02227  0.289
H 1.82163 0.22993 -1.24434  0.153
H 2.08371 1.99058 -0.98159  0.172
H 2.30023 0.41051 -3.70525  0.345
H 3.68101 1.02805 -2.70722  0.402
H -2.90853 1.25565 -1.84582  0.378
H -2.21741 2.61183 -0.98687  0.510
H -1.74971 1.73977 2.15688  0.424
H 1.18656 -0.34037 0.74093  0.075
H 1.67422 1.26688 1.39564  0.416
H -0.06241 -0.94927 2.73791  0.304
H -0.12292 0.78588 3.40394  0.203
H 2.71915 -3.46658 3.37273  0.304
H 3.43307 -2.26455 2.22710  0.280
H 1.71614 -2.82720 2.01173  0.108
H 0.73715 3.67229 -0.44718  0.082
H 1.01308 3.33009 1.84559  0.148